Record 1
45
Properties=species:S:1:pos:R:3 method="wB97M-V/def2-TZVPD" total_charge=0 total_energy_ha=-1015.04354 lumo_ev=0.28 e_above_lowest_kcal_mol=66.8 homo_energy_ha=-0.3390
C -0.012 -2.826 1.490
C -0.630 -1.579 0.856
N 0.342 -0.502 0.695
C -0.118 0.867 0.382
C 1.122 1.666 -0.015
C -0.731 1.411 1.662
O -0.039 1.532 2.649
H 0.209 -3.545 0.717
H 0.849 -2.542 2.078
H -0.805 -3.322 2.050
H -1.041 -1.731 -0.141
H -1.588 -1.308 1.340
H 0.962 -0.449 1.494
H -0.760 0.841 -0.495
H 0.901 2.423 -0.769
H 1.833 1.028 -0.542
H 1.717 1.997 0.834
H -1.788 1.701 1.727
O -1.042 -0.858 4.141
H -0.976 -0.801 3.179
H -1.287 0.061 4.321
O -2.360 -0.252 -1.736
H -1.599 -0.741 -2.127
H -3.109 -0.787 -2.019
O -3.729 1.668 -0.035
H -3.839 1.812 -0.981
H -3.026 1.011 -0.009
O -0.862 -1.279 -3.571
H -0.289 -0.526 -3.856
H -0.264 -2.033 -3.508
O 2.430 -0.505 3.214
H 1.531 -0.209 3.427
H 2.492 -1.376 3.624
O -1.765 2.261 -2.737
H -2.046 1.437 -2.289
H -1.638 2.013 -3.658
O 0.915 0.704 -3.684
H 0.741 1.418 -3.059
H 1.635 0.144 -3.356
O 2.548 -1.241 -2.250
H 3.423 -1.050 -2.614
H 2.661 -1.027 -1.314
O 3.785 -0.540 0.521
H 4.183 0.025 1.196
H 3.001 -0.839 1.003


Record 2
144
Properties=species:S:1:pos:R:3 method="wB97M-V/def2-TZVPD" total_charge=-2 total_energy_ha=-6697.03427 lumo_ev=3.18 e_above_lowest_kcal_mol=86.0 homo_energy_ha=-0.0764
Sn -0.099 0.705 -0.597
O -1.909 1.218 1.388
P -2.874 0.638 2.331
C -4.578 0.784 1.545
C -4.493 0.451 0.055
C -4.721 -1.030 -0.198
C -6.131 -1.464 0.241
C -6.762 -0.447 1.196
C -5.752 0.062 2.225
C -2.265 -1.101 2.663
C -3.175 -2.180 3.238
C -2.389 -3.490 3.320
C -1.165 -3.387 4.245
C -0.882 -1.942 4.644
C -0.924 -1.030 3.421
C -2.741 1.650 3.902
C -3.274 3.070 3.720
C -4.738 3.247 4.115
C -4.988 2.714 5.521
C -4.622 1.235 5.581
C -3.150 1.030 5.233
H -4.723 1.871 1.599
H -3.520 0.754 -0.339
H -5.239 1.033 -0.493
H -3.960 -1.598 0.343
H -4.579 -1.234 -1.259
H -6.084 -2.442 0.731
H -6.780 -1.567 -0.632
H -7.613 -0.904 1.713
H -7.144 0.401 0.624
H -5.398 -0.782 2.818
H -6.272 0.744 2.905
H -2.026 -1.382 1.628
H -4.030 -2.342 2.580
H -3.559 -1.911 4.224
H -2.052 -3.734 2.312
H -3.050 -4.296 3.650
H -0.289 -3.766 3.719
H -1.304 -3.998 5.142
H 0.108 -1.884 5.103
H -1.607 -1.623 5.397
H -0.124 -1.330 2.742
H -0.699 -0.005 3.711
H -1.647 1.761 3.883
H -3.120 3.356 2.678
H -2.665 3.742 4.333
H -5.389 2.718 3.419
H -4.994 4.309 4.068
H -6.039 2.852 5.794
H -4.381 3.271 6.241
H -5.246 0.677 4.880
H -4.812 0.845 6.587
H -2.930 -0.036 5.223
H -2.540 1.483 6.022
C 0.306 -0.406 -6.296
C 1.811 -0.421 -6.526
C 2.427 0.979 -6.525
C 2.622 1.555 -5.122
N 3.676 0.890 -4.390
C 3.481 0.017 -3.355
Se 1.902 -0.692 -2.852
N 4.713 -0.287 -2.826
C 4.940 -1.082 -1.648
C 5.519 -2.464 -1.967
C 4.491 -3.422 -2.571
C 3.506 -3.946 -1.535
C 5.680 0.358 -3.550
C 7.060 0.362 -3.443
C 7.774 1.111 -4.368
C 7.128 1.847 -5.350
C 5.743 1.866 -5.455
C 5.019 1.108 -4.548
H -0.090 -1.419 -6.351
H -0.197 0.201 -7.047
H 0.059 -0.005 -5.318
H 2.025 -0.897 -7.489
H 2.287 -1.022 -5.747
H 1.769 1.659 -7.069
H 3.398 0.956 -7.032
H 1.695 1.466 -4.555
H 2.878 2.617 -5.187
H 3.984 -1.183 -1.130
H 5.633 -0.536 -0.999
H 5.909 -2.891 -1.040
H 6.356 -2.344 -2.661
H 5.020 -4.263 -3.029
H 3.934 -2.904 -3.356
H 4.021 -4.459 -0.726
H 2.809 -4.640 -2.000
H 2.935 -3.130 -1.105
H 7.565 -0.201 -2.675
H 8.853 1.120 -4.319
H 7.715 2.416 -6.056
H 5.256 2.455 -6.217
C 2.608 -3.229 1.846
C 2.911 -1.906 1.574
C 1.985 -1.120 0.915
C 0.714 -1.553 0.514
C 0.462 -2.899 0.818
C 1.378 -3.725 1.453
H 3.324 -3.861 2.360
H 3.870 -1.492 1.873
H 2.249 -0.083 0.707
H -0.505 -3.325 0.554
H 1.138 -4.767 1.656
N -0.952 -5.222 -2.036
C -1.360 -3.930 -2.325
C -0.491 -2.845 -2.156
N -0.890 -1.609 -2.362
C -2.126 -1.426 -2.813
C -2.961 -2.507 -3.040
N -2.601 -3.759 -2.772
H -0.236 -5.263 -1.325
H -1.727 -5.852 -1.886
H 0.530 -2.983 -1.830
H -2.437 -0.409 -2.980
H -3.966 -2.388 -3.424
C -0.890 4.536 -0.257
C 0.534 4.483 -0.615
O 1.442 5.177 -0.291
H -1.480 4.789 -1.142
H -1.042 5.263 0.534
H -1.234 3.549 0.058
I 7.068 3.850 4.184
C 5.088 3.492 3.488
C 4.030 3.919 4.263
C 2.747 3.639 3.829
C 2.531 2.965 2.635
C 3.615 2.581 1.860
C 4.907 2.830 2.290
C 1.087 2.640 2.223
O 0.258 2.628 3.131
O 0.918 2.442 0.997
H 4.200 4.458 5.185
H 1.887 3.932 4.413
H 3.432 2.082 0.919
H 5.758 2.519 1.702
F -1.935 3.614 -4.859
Te -1.843 2.818 -2.815
F 0.788 3.516 -1.564
F -0.374 1.670 -3.705
F -3.041 1.651 -3.830
F -3.719 3.521 -2.153
O -1.925 1.506 -1.500


Record 3
82
Properties=species:S:1:pos:R:3 method="wB97M-V/def2-TZVPD" total_charge=+2 total_energy_ha=-2943.93954 s_squared=6.036 lumo_ev="-4.34 / -7.15" spin_multiplicity=5 e_above_lowest_kcal_mol=7.1 homo_energy_ha="-0.4593 / -0.5023"
Ir 0.741 -0.478 -0.297
C 1.472 -0.775 -3.805
C 0.010 -0.942 -3.426
N -0.445 -0.048 -2.331
C -0.347 1.366 -2.776
C -0.800 2.390 -1.747
C -1.849 -0.371 -1.997
C -1.952 -1.585 -1.090
N -1.162 -1.312 0.097
C -1.457 -1.899 1.288
C -1.136 -1.234 2.494
F -0.600 -0.016 2.436
C -1.442 -1.778 3.721
F -1.177 -1.076 4.818
C -2.035 -3.023 3.823
C -2.339 -3.706 2.657
F -2.886 -4.913 2.722
C -2.081 -3.159 1.418
F -2.362 -3.865 0.326
H 1.741 -1.562 -4.513
H 2.119 -0.853 -2.930
H 1.672 0.172 -4.306
H -0.161 -1.968 -3.105
H -0.624 -0.766 -4.303
H -0.919 1.477 -3.706
H 0.696 1.552 -3.020
H -1.883 2.462 -1.662
H -0.436 3.372 -2.050
H -0.381 2.176 -0.763
H -2.431 -0.531 -2.911
H -2.280 0.475 -1.469
H -1.569 -2.488 -1.574
H -2.998 -1.768 -0.839
H -2.268 -3.450 4.789
O 2.128 1.222 -0.708
S 3.359 1.567 -1.559
C 4.586 2.227 -0.357
C 4.275 1.844 1.077
C 4.695 0.412 1.407
C 4.215 -0.062 2.766
S 2.389 -0.118 2.786
O 2.089 -0.722 1.409
C 2.116 -1.463 3.919
C 2.105 -2.769 3.449
C 1.869 -3.795 4.347
C 1.663 -3.511 5.693
C 1.679 -2.201 6.149
C 1.894 -1.161 5.256
C 2.929 3.067 -2.414
C 2.400 4.155 -1.726
C 2.056 5.290 -2.435
C 2.241 5.334 -3.814
C 2.770 4.246 -4.491
C 3.114 3.098 -3.788
H 4.618 3.305 -0.491
H 5.542 1.817 -0.687
H 3.207 1.985 1.257
H 4.797 2.549 1.728
H 5.785 0.334 1.392
H 4.317 -0.278 0.649
H 4.497 0.629 3.565
H 4.587 -1.056 3.011
H 2.265 -2.965 2.396
H 1.853 -4.821 4.002
H 1.488 -4.321 6.390
H 1.511 -1.986 7.196
H 1.875 -0.131 5.592
H 2.250 4.105 -0.653
H 1.644 6.147 -1.917
H 1.974 6.229 -4.362
H 2.916 4.288 -5.561
H 3.531 2.240 -4.303
N 2.163 -6.740 -2.537
C 2.171 -5.418 -2.390
N 2.784 -4.662 -3.313
N 1.557 -4.924 -1.317
C 1.468 -3.646 -1.145
N 1.375 -2.514 -0.897
H 2.622 -7.205 -3.300
H 1.674 -7.292 -1.854
H 3.268 -5.073 -4.092
H 2.882 -3.673 -3.167


Record 4
15
Properties=species:S:1:pos:R:3 method="wB97M-V/def2-TZVPD" total_charge=0 total_energy_ha=-304.75130 lumo_ev=0.89 e_above_lowest_kcal_mol=52.8 homo_energy_ha=-0.3552
C 0.520 -0.481 1.936
C 0.015 0.326 0.770
C 0.812 0.271 -0.595
C 1.637 -0.746 -1.273
N 2.167 -1.507 -1.972
N -0.525 -0.206 -0.418
C -1.610 0.364 -1.168
H 0.911 -1.434 1.579
H 1.343 0.090 2.386
H -0.224 -0.652 2.722
H -0.476 1.267 1.098
H 1.083 1.270 -0.936
H -1.564 1.458 -1.276
H -2.548 0.072 -0.695
H -1.541 -0.091 -2.158


Record 5
87
Properties=species:S:1:pos:R:3 method="wB97M-V/def2-TZVPD" total_charge=+1 total_energy_ha=-1843.10610 lumo_ev=-3.01 e_above_lowest_kcal_mol=46.2 homo_energy_ha=-0.3706
C -1.746 7.105 6.814
C -1.760 5.613 6.822
C -0.678 4.900 6.295
C -0.707 3.510 6.277
C -1.876 2.812 6.615
C -1.982 1.314 6.300
C -3.168 0.627 6.981
C -3.237 -0.687 7.300
N -4.060 -1.302 8.220
C -4.132 -2.759 8.213
C -4.684 -3.307 6.892
C -4.771 -4.814 6.851
C -5.963 -5.419 6.437
C -6.080 -6.808 6.476
C -4.994 -7.591 6.885
C -3.782 -6.983 7.236
C -3.664 -5.591 7.204
C -5.048 -3.060 9.393
O -5.378 -4.165 9.816
N -5.432 -1.860 9.920
C -6.355 -1.810 11.024
C -4.945 -0.681 9.210
C -6.120 0.069 8.567
C -4.206 0.251 10.178
C -1.962 1.070 4.806
C -2.053 -0.441 4.553
O -1.222 -1.224 5.027
C -3.232 -0.976 3.812
C -3.413 -2.370 3.862
C -4.618 -2.954 3.459
C -5.642 -2.157 2.939
C -5.426 -0.789 2.762
C -4.229 -0.193 3.188
N -0.733 1.570 4.003
C 0.398 0.818 3.857
C 1.579 1.328 3.358
C 1.679 2.714 3.108
N 2.888 3.333 3.015
C 4.133 2.596 2.936
C 3.072 4.742 3.290
C 0.447 3.426 3.033
C -0.717 2.829 3.464
C -2.921 3.525 7.218
C -2.850 4.916 7.340
H -2.439 7.487 7.560
H -0.739 7.464 7.039
H -2.040 7.524 5.846
H 0.185 5.440 5.881
H 0.176 2.954 5.933
H -1.061 0.856 6.720
H -3.988 1.273 7.301
H -2.585 -1.419 6.808
H -3.132 -3.189 8.417
H -5.684 -2.864 6.721
H -4.030 -2.947 6.083
H -6.792 -4.780 6.116
H -7.025 -7.273 6.194
H -5.091 -8.676 6.929
H -2.927 -7.585 7.543
H -2.725 -5.095 7.470
H -6.654 -2.828 11.276
H -5.892 -1.350 11.903
H -7.248 -1.232 10.766
H -6.770 -0.634 8.028
H -6.705 0.555 9.358
H -5.773 0.837 7.871
H -3.501 -0.330 10.786
H -3.663 1.028 9.630
H -4.940 0.724 10.843
H -2.806 1.612 4.363
H -2.606 -2.993 4.247
H -4.748 -4.030 3.577
H -6.596 -2.621 2.663
H -6.205 -0.174 2.305
H -4.074 0.870 3.020
H 0.357 -0.212 4.180
H 2.427 0.653 3.265
H 4.054 1.729 2.271
H 4.901 3.270 2.539
H 4.482 2.252 3.923
H 2.121 5.258 3.434
H 3.687 4.881 4.193
H 3.617 5.206 2.457
H 0.423 4.462 2.690
H -1.672 3.367 3.468
H -3.831 3.035 7.577
H -3.664 5.453 7.826


Record 6
54
Properties=species:S:1:pos:R:3 method="wB97M-V/def2-TZVPD" total_charge=-1 total_energy_ha=-3993.66612 lumo_ev="1.34 / 1.33" homo_energy_ha="-0.1713 / -0.1714"
Pt 0.024 0.078 0.504
C -0.349 0.187 -3.412
Si -0.721 -1.381 -2.372
C 0.858 -2.423 -2.125
C -1.942 -2.377 -3.475
C -1.437 -1.004 -0.662
C -2.449 0.061 -0.682
C -3.780 -0.068 -1.084
C -4.607 1.034 -1.021
C -4.093 2.248 -0.582
C -2.767 2.294 -0.192
N -1.982 1.234 -0.238
Si -1.839 -2.359 0.610
C -2.968 -1.595 1.952
C -0.272 -3.129 1.392
C -2.847 -3.795 -0.171
H -0.119 -0.080 -4.441
H 0.493 0.746 -3.017
H -1.205 0.857 -3.430
H 1.454 -2.478 -3.031
H 0.604 -3.435 -1.829
H 1.475 -1.993 -1.339
H -1.532 -2.532 -4.469
H -2.887 -1.854 -3.592
H -2.158 -3.352 -3.052
H -4.146 -1.023 -1.424
H -5.648 0.954 -1.305
H -4.713 3.131 -0.539
H -2.320 3.210 0.176
H -2.741 -0.541 2.086
H -2.830 -2.077 2.915
H -4.019 -1.673 1.689
H 0.502 -2.378 1.551
H 0.153 -3.913 0.773
H -0.511 -3.561 2.360
H -3.692 -3.424 -0.743
H -3.236 -4.450 0.603
H -2.235 -4.395 -0.836
N -1.765 -1.879 6.331
C -1.084 -1.481 5.485
N -0.236 -1.107 4.603
C -0.257 -0.404 3.574
N -0.138 0.315 2.652
Cl 0.691 2.827 -0.907
C 1.885 2.393 0.257
C 1.895 1.064 0.692
C 2.903 0.749 1.607
Cl 3.027 -0.879 2.151
C 3.803 1.687 2.098
Cl 5.023 1.242 3.231
C 3.725 3.007 1.663
Cl 4.802 4.191 2.288
C 2.772 3.359 0.712
Cl 2.705 4.971 0.114